(1)
{
  "formula": "C13H17FeO5S",
  "method": "ωB97M-V/def2-TZVPD",
  "elements": ["C", "O", "C", "C", "C", "C", "C", "C", "Fe", "C", "O", "C", "O", "C", "O", "H", "H", "H", "H", "H", "H", "H", "H", "H", "C", "S", "C", "C", "O", "H", "H", "H", "H", "H", "H", "H", "H"],
  "positions_angstrom": [[2.338, 4.257, -0.856], [2.598, 3.415, 0.242], [1.758, 2.260, 0.333], [0.448, 2.346, 0.829], [-0.415, 1.106, 1.007], [0.311, -0.217, 0.797], [1.591, -0.242, 0.262], [2.322, 0.962, 0.016], [1.562, 0.986, 2.025], [0.474, 1.033, 3.555], [-0.228, 1.068, 4.451], [2.749, 2.208, 2.876], [3.457, 2.933, 3.394], [2.619, -0.433, 2.699], [3.254, -1.297, 3.081], [2.934, 5.164, -0.737], [2.635, 3.741, -1.769], [1.279, 4.514, -0.888], [0.043, 3.332, 1.060], [-0.981, 1.126, 1.960], [-1.216, 1.153, 0.234], [-0.192, -1.155, 1.046], [2.073, -1.202, 0.067], [3.340, 0.924, -0.368], [-3.358, -4.137, -2.673], [-3.147, -2.479, -1.980], [-2.303, -2.789, -0.412], [-1.879, -1.767, -2.996], [-4.403, -1.625, -1.832], [-2.402, -4.650, -2.723], [-4.036, -4.715, -2.052], [-3.776, -4.071, -3.673], [-1.374, -3.328, -0.578], [-2.089, -1.842, 0.071], [-2.941, -3.372, 0.245], [-0.898, -2.183, -3.001], [-2.146, -1.025, -3.713]],
  "atomic_forces_ev_per_a": [[-0.17, 0.01, -0.38], [-0.97, -2.06, 0.98], [-0.46, 0.35, -1.02], [1.13, 0.94, -0.48], [-1.92, 0.01, -1.56], [-0.07, -0.65, -0.35], [-0.41, 0.62, -1.20], [0.60, 0.40, -1.12], [0.69, -0.09, 2.10], [-1.20, 0.01, 1.76], [0.29, -0.02, -0.14], [2.05, 2.32, 1.20], [-0.66, -0.69, -0.40], [1.64, -2.23, 1.16], [-0.40, 0.48, -0.28], [-0.07, -0.20, 0.08], [-0.09, 0.16, -0.23], [-0.04, 0.13, -0.16], [0.01, -0.39, 0.03], [0.14, 0.04, -0.58], [0.07, 0.09, 0.22], [0.13, 0.41, 0.00], [-0.03, 0.30, 0.17], [-0.30, 0.00, 0.19], [-0.33, 0.14, -0.03], [-1.98, 1.94, 0.49], [-0.19, 0.07, -0.10], [-1.06, -0.33, 0.59], [3.81, -2.76, -0.65], [0.27, 0.24, 0.13], [-0.15, 0.19, 0.29], [-0.06, 0.32, -0.08], [0.07, -0.04, -0.30], [-0.06, 0.30, -0.22], [-0.35, -0.09, -0.17], [0.49, -0.39, 0.29], [-0.44, 0.45, -0.23]],
  "lowdin_charge": [-0.08, -0.13, -0.35, -0.07, -0.23, -0.18, -0.19, -0.09, 0.06, -0.10, 0.17, -0.05, 0.19, -0.07, 0.18, 0.10, 0.09, 0.09, 0.14, 0.09, 0.12, 0.09, 0.13, 0.12, -0.13, 0.89, -0.13, 0.03, -0.32, 0.09, 0.09, 0.09, 0.09, 0.06, 0.09, 0.06, 0.06],
  "multiplicity": 5,
  "s_squared": 6.15,
  "orbital_gap_ev": [4.92, 3.42],
  "charge": 1
}

(2)
{
  "formula": "C13H17IMgN2O",
  "method": "ωB97M-V/def2-TZVPD",
  "elements": ["C", "C", "H", "H", "H", "H", "H", "H", "C", "C", "C", "C", "H", "H", "H", "H", "N", "C", "C", "N", "C", "C", "C", "H", "H", "C", "H", "H", "Mg", "I", "C", "O", "H", "H", "H"],
  "positions_angstrom": [[0.041, -2.753, -2.420], [-1.327, -2.631, -1.679], [0.187, -1.959, -3.167], [0.026, -3.694, -2.988], [0.895, -2.828, -1.726], [-1.742, -1.622, -1.534], [-2.078, -3.115, -2.323], [-1.324, -3.176, -0.726], [2.382, 1.491, -1.063], [2.881, 2.781, -0.829], [2.095, 3.684, -0.109], [0.859, 3.260, 0.376], [2.934, 0.774, -1.678], [3.861, 3.049, -1.219], [2.429, 4.706, 0.079], [0.195, 3.923, 0.920], [1.207, 1.082, -0.567], [0.453, 1.923, 0.170], [-0.765, 1.365, 0.815], [-1.124, 0.100, 0.488], [-2.037, -0.546, 1.231], [-2.444, 1.423, 2.555], [-2.718, 0.084, 2.276], [-2.222, -1.598, 0.978], [-3.443, -0.492, 2.854], [-1.460, 2.075, 1.810], [-1.180, 3.106, 1.999], [-2.970, 1.960, 3.343], [0.063, -0.906, -1.102], [-0.786, 0.567, -3.321], [1.439, -2.427, 1.357], [1.034, -1.954, 0.121], [0.669, -2.215, 2.113], [2.374, -1.923, 1.640], [1.598, -3.515, 1.326]],
  "atomic_forces_ev_per_a": [[-0.13, -0.94, -0.49], [-0.46, -1.23, -0.52], [-0.09, -0.29, 0.17], [0.06, 0.34, 0.22], [-0.30, 0.05, -0.18], [-0.04, -0.16, -0.11], [0.12, 0.36, 0.28], [0.15, 0.20, -0.21], [-0.35, 0.59, 0.33], [-0.25, -0.37, 0.00], [-0.20, -0.31, -0.06], [-0.07, -0.78, -0.13], [-0.21, 0.22, 0.28], [-0.26, 0.02, 0.09], [-0.06, -0.32, -0.12], [0.32, 0.09, -0.12], [-0.23, 0.06, 0.13], [0.99, 0.63, -0.55], [-0.82, -0.49, 0.36], [0.23, 0.15, 0.41], [0.03, 0.69, -0.07], [0.21, 0.01, -0.42], [0.08, -0.24, -0.06], [0.05, 0.54, 0.07], [0.21, 0.27, -0.14], [0.22, -0.55, -0.25], [-0.21, -0.24, 0.21], [0.10, -0.20, -0.19], [1.04, 1.48, 1.22], [-0.04, 0.26, 0.03], [-0.23, 0.52, -0.74], [-0.14, -0.07, -0.33], [0.14, -0.07, 0.32], [0.01, -0.25, 0.38], [0.12, 0.04, 0.20]],
  "lowdin_charge": [-0.22, -0.20, -0.03, 0.10, 0.06, 0.00, 0.10, 0.09, -0.10, -0.04, -0.05, 0.00, 0.13, 0.11, 0.11, 0.10, 0.04, -0.21, -0.18, 0.07, -0.09, -0.04, -0.04, 0.12, 0.11, 0.01, 0.10, 0.11, 0.26, 0.10, -0.26, -0.44, 0.06, 0.06, 0.06],
  "multiplicity": 1,
  "relative_energy_kj_mol": 0.0,
  "orbital_gap_ev": 7.34
}

(3)
{
  "formula": "C13H17IN2Pd",
  "method": "ωB97M-V/def2-TZVPD",
  "elements": ["C", "C", "H", "H", "H", "H", "H", "H", "C", "C", "C", "C", "H", "H", "H", "H", "N", "C", "C", "N", "C", "C", "C", "H", "H", "C", "H", "H", "Pd", "I", "C", "H", "H", "H"],
  "positions_angstrom": [[0.471, -1.031, 1.657], [-1.799, 0.110, 0.889], [0.297, -2.101, 1.460], [-0.096, -0.650, 2.524], [1.539, -0.769, 1.723], [-2.545, 0.459, 0.177], [-2.113, -0.784, 1.438], [-1.535, 0.902, 1.591], [2.714, -1.280, -0.894], [3.867, -1.459, -1.673], [3.909, -0.848, -2.943], [2.855, -0.052, -3.381], [2.577, -1.689, 0.116], [4.673, -2.019, -1.205], [4.828, -0.954, -3.515], [2.984, 0.599, -4.244], [1.723, -0.512, -1.352], [1.694, 0.018, -2.607], [0.555, 0.886, -2.932], [-0.374, 1.082, -1.968], [-1.450, 1.873, -2.112], [-0.576, 2.572, -4.237], [-1.576, 2.650, -3.261], [-2.149, 1.897, -1.263], [-2.450, 3.313, -3.295], [0.548, 1.734, -4.056], [1.423, 1.851, -4.667], [-0.644, 3.226, -5.098], [0.170, 0.303, 0.023], [-1.278, -1.775, -0.941], [1.063, 1.871, 0.945], [0.632, 2.854, 1.091], [2.027, 2.089, 0.436], [1.182, 1.434, 1.943]],
  "atomic_forces_ev_per_a": [[0.39, 0.46, 0.36], [-1.54, 0.09, 0.74], [0.06, 0.63, 0.01], [0.34, -0.34, -0.48], [-0.37, -0.38, 0.14], [0.02, -0.19, 0.13], [-0.11, 0.40, -0.10], [0.41, 0.30, 0.17], [0.41, 0.43, -0.53], [-0.94, 0.16, 0.15], [0.49, -0.28, 1.10], [-0.15, -0.15, 0.17], [0.33, 0.14, -0.59], [0.03, 0.02, -0.56], [-0.24, 0.17, -0.08], [-0.18, -0.61, -0.05], [-1.26, -0.24, -0.10], [1.30, 0.38, 1.06], [-0.07, 2.02, -0.30], [-0.34, -0.67, 0.44], [0.86, 0.08, -0.50], [0.30, -0.06, 0.58], [-0.44, -0.26, 0.36], [0.33, 0.20, -0.59], [0.55, -0.25, -0.45], [-1.34, 0.06, 0.91], [-0.09, -0.32, -0.53], [0.14, -0.05, -0.02], [0.64, -2.10, -0.71], [-0.64, -1.98, -1.65], [2.34, 3.14, 1.47], [-0.65, 0.06, -0.27], [-0.50, -0.63, -0.07], [-0.07, -0.22, -0.22]],
  "lowdin_charge": [-0.13, -0.32, 0.02, 0.05, 0.03, -0.01, 0.01, 0.05, -0.08, 0.02, 0.02, 0.04, 0.11, 0.13, 0.14, 0.13, -0.02, -0.19, -0.20, -0.05, -0.09, 0.02, 0.00, 0.11, 0.14, 0.05, 0.12, 0.13, 0.72, 1.04, -0.10, 0.04, 0.05, 0.03],
  "multiplicity": 5,
  "relative_energy_kj_mol": 304.2,
  "s_squared": 6.02,
  "orbital_gap_ev": [6.58, 5.32],
  "charge": 2
}

What is the formula in the first record?
C13H17FeO5S

Look up the multiplicity of the third one.
5